This record from OMol25 describes C16H29Cl2N5O4SV as an isolated structure. The level of theory is wB97M-V/def2-TZVPD.

Output
LUMO (spin up / spin down) ... 0.23 / 0.23 eV
Kohn-Sham gap (spin up / spin down) ... 0.2464 / 0.2251 hartree
2S+1 ... 2
Molecular weight ... 509.36 g mol⁻¹
HOMO energy (spin up / spin down) ... -6.475 / -5.896 eV
Charge ... 0
ΔE to the lowest compared entry with this formula, charge and spin ... 58.3 kJ/mol

The geometry in XYZ format:
```
58
Properties=species:S:1:pos:R:3:forces:R:3:mulliken_charge:R:1
V 0.47014 -0.48517 -0.50349 0.00 0.10 0.05 0.792
N -0.53743 -1.95039 0.74926 0.01 -0.10 -0.05 -0.440
C -1.92407 -2.27387 0.35673 0.02 0.04 0.01 -0.970
C -2.11955 -1.98765 -1.12547 -0.01 0.01 -0.02 -0.764
N -1.62253 -0.65180 -1.52506 0.06 0.01 0.01 1.209
C -1.25523 -0.66956 -2.96023 -0.01 0.00 -0.02 0.135
C -0.27229 0.42820 -3.32016 -0.01 -0.02 -0.02 -0.934
N 0.95192 0.22533 -2.53714 -0.04 -0.08 0.05 -0.329
C -2.64141 0.41188 -1.33995 0.02 -0.02 0.00 -0.850
C -3.42022 0.46497 -0.03384 0.00 0.00 0.01 -1.368
N -2.58663 0.66629 1.14435 0.01 -0.03 -0.01 -0.311
H 0.04461 -2.77107 0.58007 0.00 0.00 0.00 0.266
H -0.49639 -1.71378 1.73491 -0.01 0.02 0.00 0.261
H -2.58719 -1.68195 0.97572 -0.01 -0.02 0.01 0.459
H -2.13976 -3.33091 0.52700 0.01 0.00 0.00 0.498
H -3.17346 -2.12038 -1.40691 -0.01 0.02 0.01 0.378
H -1.53211 -2.72319 -1.67140 -0.01 0.00 0.00 0.281
H -2.15060 -0.59418 -3.59206 -0.01 0.00 0.00 0.441
H -0.78104 -1.62646 -3.17754 -0.01 0.02 0.02 -0.621
H -0.67145 1.41646 -3.08490 0.00 0.00 0.00 0.413
H -0.09063 0.39542 -4.39868 0.01 0.01 0.00 0.536
H 1.56354 1.03303 -2.57763 0.00 0.01 0.03 0.281
H 1.47339 -0.58278 -2.86995 -0.02 0.04 -0.05 0.030
H -3.39214 0.31268 -2.13676 -0.01 -0.01 0.00 0.214
H -2.14966 1.37512 -1.48997 -0.01 0.00 -0.03 0.476
H -3.98685 -0.45986 0.09416 -0.01 0.01 -0.01 0.419
H -4.16701 1.25707 -0.17888 0.00 0.00 0.00 0.542
H -3.15827 0.72691 1.97795 0.00 -0.01 0.00 0.227
H -2.05950 1.52737 1.08107 -0.03 0.00 0.02 0.039
C 0.14413 -2.86619 -7.46019 0.00 0.00 0.01 -1.465
C 0.48393 -3.06809 -6.00830 -0.02 -0.01 -0.01 1.027
C -0.31214 -3.85400 -5.18391 0.00 0.00 -0.01 -0.770
C -0.00362 -4.02828 -3.83956 0.05 0.01 -0.01 -0.399
C 1.11325 -3.40793 -3.30445 -0.08 -0.04 0.00 -0.207
C 1.93508 -2.64057 -4.12150 0.01 0.00 -0.02 -0.540
C 1.61832 -2.46940 -5.45794 0.01 0.01 0.01 -0.771
S 1.51243 -3.58026 -1.57030 -0.03 0.04 0.02 1.266
O 2.65752 -4.45577 -1.50443 0.00 0.02 0.01 -0.804
O 0.26850 -4.07025 -0.98366 0.02 0.00 -0.03 -0.862
N 1.82998 -2.12870 -1.05797 0.08 -0.10 0.08 0.329
C 3.22114 -1.89228 -0.64371 -0.09 0.05 -0.03 -0.628
C 3.35095 -0.49641 -0.05253 0.00 -0.04 0.09 0.290
O 4.44099 0.01334 0.11584 0.01 0.00 -0.03 -0.708
O 2.21795 0.06851 0.27316 0.00 0.09 -0.03 -0.684
H -0.69520 -3.49250 -7.75907 0.00 0.00 0.00 0.366
H 0.99441 -3.11004 -8.09831 0.00 0.00 0.00 0.355
H -0.12435 -1.82658 -7.65853 0.00 0.00 0.00 0.289
H -1.18800 -4.34024 -5.59797 0.00 0.00 0.00 0.336
H -0.62656 -4.63623 -3.19715 0.00 0.00 0.00 0.566
H 2.82713 -2.18439 -3.70591 0.01 -0.01 0.00 0.536
H 2.26438 -1.87034 -6.09006 0.00 0.00 0.00 0.403
H 3.93903 -1.98330 -1.46235 0.01 0.00 -0.01 0.355
H 3.55155 -2.59218 0.12865 0.01 0.00 -0.01 0.360
Cl 0.07274 2.16901 -0.02644 0.05 -0.04 -0.06 -0.109
C 1.12549 2.49097 1.39304 0.02 0.01 0.02 -0.121
Cl 0.32618 2.01861 2.88986 0.00 0.00 -0.01 -0.162
H 1.31292 3.55704 1.41049 0.00 0.00 0.00 0.391
H 2.00602 1.87293 1.23951 0.00 -0.01 0.00 0.055
```
Positions in Å, forces in eV/Å.

***

This record from OMol25 describes a 3-piece molecular cluster, C4H15NO3 overall. The level of theory is wB97M-V/def2-TZVPD.

Output
LUMO ... 0.77 eV
Kohn-Sham gap ... 0.3913 hartree
Molecular weight ... 125.17 g mol⁻¹
HOMO energy ... -9.881 eV
SMILES string ... C[C@H](O)CCN.O.O
Charge ... 0
ΔE to the lowest compared entry with this formula, charge and spin ... 98.0 kJ/mol

The geometry in XYZ format:
```
23
Properties=species:S:1:pos:R:3:forces:R:3:mulliken_charge:R:1
C -0.35271 1.98486 -0.77328 -1.11 -1.79 -3.19 -1.531
C -0.63628 0.46247 -0.60562 1.15 1.49 3.04 0.079
O -1.86681 0.32969 0.12813 -0.28 -0.39 -0.51 -0.572
C 0.46659 -0.10379 0.30104 -0.03 0.21 -0.22 -0.676
C 1.88466 0.08071 -0.26742 0.59 0.76 1.33 -0.566
N 2.81513 -0.81435 0.44192 -0.51 -0.37 -0.25 -0.510
H -0.18294 2.60235 0.09304 -0.36 -0.24 0.59 0.380
H -1.24287 2.25870 -1.41541 1.12 0.75 0.71 0.392
H 0.55278 2.01272 -1.38638 -0.17 0.54 -0.13 0.431
H -0.66927 -0.15509 -1.50770 -0.23 0.68 -0.23 0.386
H -2.10859 1.18704 0.49143 0.14 -0.07 0.03 0.357
H 0.42596 0.41507 1.28388 -0.21 -0.45 -0.58 0.314
H 0.19117 -1.15204 0.45020 0.47 -0.02 0.22 0.442
H 1.91637 0.02813 -1.36086 -0.01 -0.20 -0.03 0.366
H 2.30101 1.06953 0.05689 -0.81 -0.32 -0.76 0.224
H 3.75370 -0.71369 0.07748 0.00 -0.15 0.01 0.234
H 2.50051 -1.77155 0.31672 0.31 -0.06 -0.01 0.206
O -3.25303 -0.26065 -2.27616 -0.41 0.35 -0.57 -0.618
H -3.30845 0.45871 -1.63622 0.12 -0.33 0.07 0.339
H -2.66919 -0.89877 -1.87296 0.07 -0.16 0.33 0.331
O 1.04289 -1.47961 2.85838 0.78 -0.22 0.26 -0.657
H 1.67536 -0.87288 2.44146 -0.19 -0.01 -0.18 0.339
H 1.65926 -2.14614 3.19806 -0.43 0.01 0.10 0.309
```
Positions in Å, forces in eV/Å.

***

This record from OMol25 describes a 2-piece molecular cluster, CH3Cl2OP overall. The level of theory is wB97M-V/def2-TZVPD.

Output
LUMO (spin up / spin down) ... -0.46 / -0.47 eV
Kohn-Sham gap (spin up / spin down) ... 0.3075 / 0.3293 hartree
Molecular weight ... 132.91 g mol⁻¹
HOMO energy (spin up / spin down) ... -8.830 / -9.428 eV
Charge ... 0
ΔE to the lowest compared entry with this formula, charge and spin ... 645.8 kJ/mol

The geometry in XYZ format:
```
8
Properties=species:S:1:pos:R:3:forces:R:3:mulliken_charge:R:1
C -1.04683 -0.11970 -0.42747 3.82 -1.15 -2.14 0.061
O 0.04977 -0.37708 0.43565 -1.90 -0.25 -1.15 -0.150
P 1.22412 0.73382 0.80984 -0.10 1.12 1.30 -0.018
Cl -2.33780 -1.13024 -0.16525 -1.36 -0.80 0.95 -0.045
Cl -1.42402 1.52735 -0.76259 0.02 0.09 0.14 -0.105
H -0.57099 -0.97748 -2.15947 -0.30 1.50 2.28 0.151
H 2.37636 0.23420 0.26165 0.60 -0.67 -1.20 0.052
H 1.72938 0.10914 2.00762 -0.79 0.16 -0.18 0.055
```
Positions in Å, forces in eV/Å.

***

| no. | energy (eV) |
| --- | --- |
| 1 | -94272.14863 |
| 2 | -12023.20254 |
| 3 | -37462.35552 |